(1)
Computed, not measured: a cluster of 2 separate species, C12H28 in total at a distorted geometry, with ωB97M-V/def2-TZVPD.

Atoms and positions in Å:
C  -2.840785  1.488738  -0.336069
C  -1.457901  1.935706  0.166935
C  -1.633005  2.724936  1.482410
C  -0.156338  3.199282  1.995062
C  0.644639  1.967669  2.389808
C  1.937423  2.242377  3.248617
H  -2.619931  1.275033  -1.536438
H  -3.416160  2.247550  -0.323320
H  -3.264758  0.594954  0.210727
H  -0.957661  2.610535  -0.510973
H  -0.985129  0.947357  0.355856
H  -2.099970  2.248769  2.179224
H  -2.113723  3.532017  1.417030
H  -0.540263  3.782579  2.950183
H  0.304847  3.702381  1.261435
H  1.050751  1.467355  1.329010
H  0.054776  1.068728  2.873994
H  2.452568  1.399434  3.027234
H  1.782307  2.467739  4.371323
H  2.051047  3.347795  2.711621
C  3.252845  -2.673665  0.231074
C  2.423938  -2.123355  -0.928963
C  0.966976  -2.542666  -0.769251
C  0.182483  -1.981628  -2.079363
C  -1.296534  -2.128000  -2.058858
C  -2.039176  -1.659940  -3.306412
H  3.103020  -3.722290  0.210176
H  2.802424  -2.473769  1.207021
H  4.315975  -2.419093  0.207369
H  2.822788  -2.649299  -1.833795
H  2.711610  -1.215208  -0.955200
H  0.528494  -2.166389  0.163921
H  1.056522  -3.555528  -0.653150
H  0.536327  -2.714181  -2.872339
H  0.223349  -0.880381  -2.267733
H  -1.770582  -1.767831  -1.081171
H  -1.505995  -3.051245  -1.716673
H  -1.789585  -0.577146  -3.362619
H  -3.127970  -1.975022  -3.292602
H  -1.589645  -1.974299  -4.105104

Atomic forces in eV per Å
4.96 -5.47 -3.45
-1.78 -1.01 1.89
8.88 -2.82 -3.55
-5.46 -3.08 4.90
0.50 -2.97 -0.84
-4.11 5.65 -0.50
-1.12 -0.09 2.99
-4.64 5.17 0.15
0.55 1.02 -0.79
0.34 -0.34 -0.55
0.72 1.09 -0.20
-2.43 -3.63 4.43
-4.03 6.63 -1.55
1.71 -0.52 -1.78
1.67 2.39 -2.32
-0.90 1.25 2.69
0.56 1.93 -0.94
2.94 -1.74 -0.30
0.04 -0.66 -1.87
1.60 -2.86 1.56
-0.54 -0.27 0.44
-0.19 -6.91 0.59
-0.33 4.81 -1.60
0.40 -1.37 0.76
-1.52 1.54 1.89
-2.20 2.08 5.01
0.57 -1.47 -0.14
0.22 0.81 0.03
-0.24 -0.04 0.04
-0.35 0.61 0.39
0.82 6.94 -0.82
0.04 0.23 -0.17
-0.67 -2.85 -0.32
-0.02 1.66 0.24
1.62 -0.84 -0.01
0.68 1.28 -1.19
-0.80 -4.31 -0.28
-1.19 -0.20 0.08
1.27 0.93 -0.09
2.41 -2.55 -4.80

Summary:
SMILES string ... CCCCCC.CCCCCC
HOMO ... -9.957 eV
Orbital gap ... 0.403 Eh
LUMO level ... 1.01 eV
Energy above the lowest of the compared OMol25 structures with the same formula, charge and spin ... 148.4 kcal per mole
E_tot ... -473.77546 Eh

=====

(2)
Computed, not measured: a structure of composition C16H41N3O7Zr at a distorted geometry, with ωB97M-V/def2-TZVPD.

Atoms and positions in Å:
Zr  -1.875005  -2.501819  -3.099027
C  -6.263855  -5.895939  0.276873
C  -4.982975  -5.006939  0.583053
C  -3.982025  -5.859779  1.355623
O  -4.488015  -4.405789  -0.580977
H  -6.871235  -5.432709  -0.500697
H  -6.906645  -6.185059  1.108343
H  -6.022365  -6.796779  -0.287277
H  -5.246855  -4.241149  1.312463
H  -4.468855  -6.502189  2.089373
H  -3.222245  -5.238939  1.830403
H  -3.463175  -6.509019  0.650383
O  1.241845  0.642761  0.301453
C  0.613965  -0.263529  -0.476377
O  0.642795  -0.358849  -1.735257
O  -0.332925  -0.954189  -0.139387
H  0.852885  0.581771  1.177003
C  0.178925  0.772961  -7.666297
C  -0.207755  -0.642539  -8.042437
C  0.593225  -1.019379  -9.313797
O  0.537445  -2.407159  -9.725517
C  0.893185  -2.511249  -11.070647
N  0.049255  -1.581209  -6.992567
H  -0.319125  1.144971  -6.770937
H  -0.097455  1.402681  -8.511977
H  1.234735  0.932461  -7.447367
H  -1.191285  -0.643559  -8.512297
H  1.640815  -0.727519  -9.239787
H  0.131555  -0.391949  -10.076207
H  1.720745  -1.862169  -11.356877
H  -0.033775  -2.215259  -11.561807
H  1.054885  -3.561939  -11.311497
H  0.082425  -2.436189  -7.529237
H  1.037365  -1.378809  -6.939857
C  5.663555  3.446271  2.182423
C  5.830155  2.683261  3.488743
C  5.187735  3.402051  4.721443
O  5.376185  2.564671  5.916633
C  4.855545  3.119121  7.113043
N  5.253595  1.411111  3.138303
H  5.983645  4.468831  2.382493
H  4.595285  3.478721  1.968303
H  6.165655  2.956761  1.347923
H  6.833865  2.479121  3.861573
H  4.135455  3.521531  4.463533
H  5.653445  4.381861  4.827243
H  5.521505  3.912701  7.451883
H  4.848935  2.314011  7.847793
H  3.821175  3.409361  6.928843
H  5.165265  0.847181  3.971543
H  4.339105  1.657761  2.787643
C  -1.300895  3.394831  4.558283
C  -1.635895  1.906211  4.528273
C  -2.647145  1.461421  3.441323
O  -3.927665  2.085561  3.626063
C  -4.946995  1.411981  4.387003
N  -0.422915  1.184761  4.472713
H  -0.980795  3.754951  3.580553
H  -0.492115  3.652051  5.242253
H  -2.235195  3.874171  4.850533
H  -2.047365  1.585241  5.485233
H  -2.824075  0.392151  3.325283
H  -2.350835  1.817291  2.454583
H  -5.906675  1.492091  3.876413
H  -5.005985  1.895911  5.361913
H  -4.733635  0.393041  4.710013
H  0.252185  1.478511  5.164133
H  -0.554595  0.219501  4.739213

Atomic forces in eV per Å
0.91 0.76 0.60
-0.80 0.61 -1.52
1.24 -1.80 -2.00
0.63 0.16 -0.44
-0.91 -0.76 2.22
-0.28 0.64 0.41
0.45 0.44 0.28
0.94 -0.23 0.48
-0.86 1.06 0.11
-0.07 0.28 0.06
0.01 -0.07 0.19
0.01 -0.09 -0.06
-0.07 -1.47 -1.77
-0.76 1.90 -1.76
2.48 1.09 -1.40
-2.54 -2.28 3.65
-0.15 -0.05 0.57
-0.36 0.40 -0.07
0.13 0.75 -2.19
0.17 -0.20 -0.57
0.11 1.26 2.51
-1.21 -0.25 -0.71
0.05 -0.54 0.19
-0.41 -0.14 -0.09
0.12 0.31 0.18
0.23 -0.38 -0.28
-0.73 -0.22 1.17
0.28 0.04 0.15
0.16 0.01 -0.45
0.14 -0.16 0.01
0.29 0.19 -0.99
0.33 0.14 0.10
-0.26 -1.00 0.34
0.68 -0.36 1.22
0.42 1.06 1.12
0.30 -0.47 0.14
0.16 -1.29 0.37
-0.07 0.56 -2.12
0.15 -0.47 -0.47
-0.48 0.04 1.24
0.17 0.14 -0.71
-0.12 0.11 -0.13
0.16 0.25 0.23
0.47 0.24 -0.60
-0.41 0.11 0.42
0.08 0.07 0.21
-0.39 0.31 0.15
0.10 0.07 0.01
-0.03 0.50 0.30
-0.10 -0.51 0.06
-0.42 -0.70 -0.23
-1.06 -0.19 -0.31
0.00 0.16 0.68
-1.32 0.91 -0.17
0.09 -0.63 0.04
0.77 0.57 0.75
1.61 -1.71 -0.59
-0.19 -0.06 -0.14
-0.22 -0.25 0.27
0.28 0.55 -0.06
-0.97 0.48 0.32
0.48 -0.31 0.54
0.46 0.15 -0.01
0.19 -0.05 -0.06
-0.33 0.48 -0.01
0.30 -0.39 -0.81
0.16 0.69 -0.14
-0.22 -0.43 -0.39

Summary:
HOMO ... -12.670 eV
Net charge ... +2
Orbital gap ... 0.054 Eh
LUMO level ... -11.20 eV
E_tot ... -1370.95618 Eh